<one>
Formula: C2HCl3FN
Source: the OMol25 dataset
Level of theory: the ωB97M-V functional and the def2-TZVPD basis

XYZ file:
```
8
Properties=species:S:1:pos:R:3:nbo_charge:R:1
N 0.07100 -2.22890 1.14110 -0.275
C -0.76360 -2.37816 0.36701 0.237
C -1.83980 -2.75151 -0.61049 -0.200
Cl -1.14839 -2.60688 -2.37085 0.008
Cl -2.20202 -4.37448 -0.27669 0.130
Cl -3.17997 -1.65147 -0.34706 0.098
F 0.30504 0.05422 -0.09325 -0.566
H 1.12073 -0.14855 0.33913 0.568
```

The frontier orbital gap comes out at 11.459 eV. The spin multiplicity is 1.

---

<two>
Formula: C2HCl3FN
Source: the OMol25 dataset
Level of theory: the ωB97M-V functional and the def2-TZVPD basis

XYZ file:
```
8
Properties=species:S:1:pos:R:3:nbo_charge:R:1
N -1.08551 -1.74149 0.06990 -0.216
C -0.12415 -1.09952 0.07690 0.205
C 1.06639 -0.24433 -0.02137 -0.220
Cl 0.93999 0.98585 1.12004 0.128
Cl 2.56881 -1.22451 0.21476 0.037
Cl 1.33078 0.40347 -1.65812 0.064
F -2.14857 1.15732 -0.22253 -0.563
H -2.54776 1.76322 0.42042 0.565
```

The frontier orbital gap comes out at 11.627 eV. The spin multiplicity is 1.

---

Quick look at relative energies in kcal/mol: <one> 1.2; <two> 0.0.